Entry 1:
ORCA calculation (ωB97M-V/def2-TZVPD) on one molecule with the formula C5H8O2.

Each line ends with the Mulliken charge.
Positions of all 15 atoms, in Å:
C 0.93 1.71 -1.19  -1.245
C 0.67 0.94 0.10  -0.247
C 0.08 -0.44 -0.17  -0.495
C -0.47 -1.09 1.08  0.461
O -0.05 -0.91 2.20  -0.520
C -1.67 -2.03 0.91  -0.071
O -2.16 -2.28 -0.16  -0.458
H 1.65 1.19 -1.83  0.309
H 1.33 2.71 -0.98  0.359
H 0.00 1.84 -1.76  0.329
H -0.03 1.51 0.73  0.337
H 1.59 0.84 0.69  0.259
H -0.70 -0.42 -0.93  0.341
H 0.85 -1.12 -0.57  0.270
H -2.04 -2.45 1.87  0.370

Properties
**LUMO**: -0.0177 Eh
**HOMO-LUMO gap**: 9.34 eV

=====

Entry 2:
ORCA calculation (ωB97M-V/def2-TZVPD) on one molecule with the formula C3H4OS.

Each line ends with the Mulliken charge.
Positions of all 9 atoms, in Å:
C -1.22 1.86 -0.71  0.104
C -0.36 -0.44 0.87  -0.123
C 0.82 -0.56 -0.08  -0.826
O -0.19 1.73 -1.19  -0.234
S -1.84 0.01 0.37  -0.185
H -0.38 -1.08 1.72  0.359
H 1.51 0.21 0.26  0.297
H 0.43 -0.13 -0.98  0.311
H 1.23 -1.61 -0.25  0.297

Properties
**LUMO (alpha / beta)**: -0.0264 / -0.0264 Eh
**HOMO-LUMO gap (alpha / beta)**: 7.74 / 7.74 eV

=====

Entry 3:
ORCA calculation (ωB97M-V/def2-TZVPD) on one molecule with the formula C3H7BO3.

Each line ends with the Mulliken charge.
Positions of all 14 atoms, in Å:
B 1.36 -0.04 -0.35  0.583
C 0.53 0.53 0.86  -0.680
C -1.52 -0.41 0.67  0.281
C -1.77 0.18 -0.49  -1.112
O -0.44 -0.28 1.43  -0.352
O 2.65 0.42 -0.50  -0.506
O 0.94 -1.11 -1.12  -0.587
H 1.31 0.63 1.74  0.254
H 0.09 1.57 0.90  0.435
H -0.91 0.56 -0.91  0.405
H -2.38 -0.85 1.18  0.380
H -2.73 0.10 -0.89  0.250
H 2.89 -0.06 -1.27  0.303
H -0.02 -1.23 -1.26  0.346

Properties
**LUMO**: 0.0222 Eh
**HOMO-LUMO gap**: 9.86 eV

=====

Entry 4:
ORCA calculation (ωB97M-V/def2-TZVPD) on C21H39IrN2O2P3 as an isolated structure.

Each line ends with the Mulliken charge.
Positions of all 68 atoms, in Å:
P 3.60 -0.69 0.04  0.864
C 4.24 -0.73 1.75  -1.149
H 5.33 -0.58 1.79  0.490
H 3.97 -1.69 2.22  0.375
H 3.73 0.08 2.29  0.310
C 4.26 -2.20 -0.77  -1.182
H 3.91 -2.20 -1.81  0.400
H 3.84 -3.07 -0.25  0.389
H 5.36 -2.23 -0.75  0.467
C 4.54 0.70 -0.72  -1.162
H 5.61 0.46 -0.84  0.501
H 4.43 1.59 -0.08  0.375
H 4.11 0.92 -1.71  0.404
P -1.08 3.38 -0.84  0.415
C -1.10 4.04 0.85  -1.080
H -1.53 5.05 0.87  0.479
H -0.09 4.08 1.26  0.357
H -1.71 3.40 1.50  0.297
C 0.07 4.45 -1.78  -1.189
H 0.05 4.19 -2.84  0.315
H 1.09 4.28 -1.39  0.311
H -0.17 5.51 -1.65  0.486
C -2.78 3.54 -1.47  -1.168
H -3.03 4.60 -1.67  0.472
H -3.47 3.15 -0.71  0.335
H -2.89 2.96 -2.39  0.291
P -2.60 -2.20 0.14  0.835
C -3.41 -2.46 1.76  -1.113
H -4.14 -3.28 1.68  0.481
H -3.92 -1.53 2.04  0.363
H -2.63 -2.70 2.49  0.289
C -4.05 -2.02 -0.97  -1.168
H -4.73 -2.87 -0.79  0.533
H -3.73 -1.99 -2.02  0.401
H -4.56 -1.08 -0.72  0.365
C -1.92 -3.83 -0.30  -1.228
H -2.73 -4.50 -0.61  0.492
H -1.38 -4.24 0.57  0.413
H -1.20 -3.68 -1.13  0.358
Ir -0.41 0.98 -1.24  1.449
C 0.86 1.43 0.14  0.146
O 1.64 1.68 0.96  -0.495
C -1.64 0.64 0.17  0.016
O -2.39 0.64 1.07  -0.448
C -1.52 0.37 -3.12  -0.997
C -0.95 -0.81 -2.64  -0.369
C 0.41 -0.85 -2.33  -0.339
C 1.23 0.24 -2.65  -0.430
C 0.68 1.40 -3.20  -0.612
C -0.70 1.45 -3.46  -0.898
H -2.59 0.45 -3.28  0.521
H -1.55 -1.68 -2.38  0.868
H 0.80 -1.73 -1.81  0.488
H 2.31 0.20 -2.40  0.448
H 1.33 2.27 -3.39  0.594
H -1.16 2.33 -3.91  0.647
C -0.20 0.29 4.18  -1.249
C 0.19 -0.85 3.36  0.224
N 0.24 -0.99 2.04  0.572
C 0.71 -2.26 1.79  -0.085
C 0.92 -2.92 2.98  -1.107
N 0.59 -2.01 3.96  0.087
H -1.16 0.10 4.68  0.375
H 0.57 0.47 4.96  0.480
H -0.29 1.19 3.56  0.187
H 0.89 -2.60 0.77  0.791
H 1.26 -3.91 3.21  0.483
H 0.64 -2.17 4.96  0.229

Properties
**Multiplicity**: 6
**LUMO (alpha / beta)**: -0.4078 / -0.5769 Eh
**HOMO-LUMO gap (alpha / beta)**: 5.38 / 4.85 eV
**Total charge**: +4

=====

Entry 5:
ORCA calculation (ωB97M-V/def2-TZVPD) on C15H17F25N3O6PS as an isolated structure.

Each line ends with the Mulliken charge.
Positions of all 68 atoms, in Å:
N -2.89 -1.75 6.83  -0.577
N -3.58 -1.78 5.63  0.051
P -2.81 -2.80 4.39  0.366
N -3.05 -4.52 4.91  -0.667
O -1.07 -2.47 4.27  -0.518
S -3.77 -0.19 4.92  1.106
O -4.82 -0.35 3.75  -0.509
O -4.44 0.79 5.93  -0.519
F -2.31 0.43 4.23  -0.253
H -3.12 -2.67 7.31  0.298
H -1.86 -1.65 6.70  0.293
H -2.72 -5.13 4.11  0.304
H -4.11 -4.62 4.97  0.303
H -0.88 -2.41 3.27  0.339
C -2.87 2.74 1.09  -0.824
C -4.18 3.52 0.89  0.809
C -5.42 2.67 0.68  0.162
F -5.33 1.85 -0.38  -0.198
F -6.51 3.46 0.46  -0.297
F -4.01 4.42 -0.11  -0.276
F -4.37 4.28 2.03  -0.323
O -2.07 2.53 -0.08  -0.332
C -2.48 1.45 -0.91  0.789
C -3.05 1.91 -2.26  0.464
F -4.04 2.82 -2.11  -0.245
F -3.58 0.86 -2.95  -0.287
F -3.33 0.66 -0.22  -0.288
F -1.36 0.69 -1.13  -0.267
H -2.24 3.35 1.74  0.456
H -3.02 1.81 1.65  0.396
H -5.64 2.06 1.57  0.260
H -2.27 2.36 -2.88  0.036
C 1.57 2.31 -1.38  0.124
C 1.27 2.50 -2.88  0.693
C 1.98 1.52 -3.81  0.580
F 3.32 1.56 -3.69  -0.220
F 1.70 1.81 -5.11  -0.315
F 1.53 3.79 -3.22  -0.316
F -0.08 2.33 -3.04  -0.265
O 2.61 3.12 -0.83  -0.452
C 3.94 2.65 -1.05  0.708
C 4.74 3.53 -2.01  0.193
F 4.09 3.74 -3.18  -0.200
F 5.93 2.96 -2.33  -0.261
F 3.88 1.35 -1.44  -0.239
F 4.54 2.64 0.17  -0.307
H 0.67 2.62 -0.85  0.300
H 1.69 1.25 -1.11  -0.283
H 1.65 0.49 -3.63  0.056
H 4.94 4.51 -1.57  0.255
C 4.07 -3.21 -2.74  -0.724
C 4.55 -4.13 -1.60  0.836
C 3.55 -5.19 -1.16  0.086
F 2.38 -4.66 -0.73  -0.184
F 4.05 -5.90 -0.11  -0.288
F 4.98 -3.37 -0.56  -0.261
F 5.67 -4.78 -2.06  -0.327
O 3.50 -1.95 -2.34  -0.307
C 2.14 -2.01 -1.94  0.597
C 1.94 -1.75 -0.44  0.607
F 2.71 -2.57 0.32  -0.253
F 0.65 -1.98 -0.07  -0.282
F 1.60 -3.18 -2.35  -0.295
F 1.50 -1.04 -2.65  -0.328
H 4.97 -2.93 -3.30  0.415
H 3.44 -3.73 -3.46  0.326
H 3.33 -5.89 -1.97  0.279
H 2.19 -0.72 -0.18  -0.001

Properties
**LUMO**: -0.0549 Eh
**HOMO-LUMO gap**: 7.61 eV

=====

Entry 6:
ORCA calculation (ωB97M-V/def2-TZVPD) on one molecule with the formula C3H6N2OS.

Each line ends with the Mulliken charge.
Positions of all 13 atoms, in Å:
C -1.64 1.75 -0.48  -1.241
C -1.33 0.34 -0.89  0.845
C 1.88 -0.86 1.08  0.111
H -0.80 2.39 -0.70  0.357
H -1.85 1.82 0.59  0.341
H -2.56 2.09 -1.02  0.276
H -1.75 -1.19 -1.92  0.214
H 0.06 -1.19 -0.48  0.251
H 2.67 -0.64 1.80  0.296
N -2.08 -0.25 -1.74  -0.681
N -0.21 -0.25 -0.28  -0.243
O 1.76 -1.91 0.50  -0.493
S 0.80 0.51 0.85  -0.032

Properties
**LUMO**: 0.0182 Eh
**HOMO-LUMO gap**: 9.26 eV

=====

Entry 7:
ORCA calculation (ωB97M-V/def2-TZVPD) on an isolated ion of composition C8H19IN3 and charge +1.

Each line ends with the Mulliken charge.
Positions of all 31 atoms, in Å:
C 1.20 -1.12 -0.69  0.760
C -0.94 -0.28 -0.27  0.075
C 1.19 1.28 0.13  0.033
C 2.08 -2.39 -0.74  -2.040
C -2.36 -0.45 0.35  -1.499
C 1.39 2.18 -0.94  -1.488
C -0.12 -1.96 1.25  -1.054
C -1.02 2.35 0.49  -1.017
N -0.02 -1.32 -0.06  0.054
N 1.80 -0.08 0.17  -0.543
N -0.33 1.02 0.48  -0.115
I 3.89 0.10 0.13  0.171
H 1.02 -0.74 -1.77  0.234
H -0.98 -0.17 -1.32  0.372
H 1.53 1.84 1.07  0.448
H 2.69 -2.64 0.15  0.480
H 2.78 -2.32 -1.55  0.479
H 1.56 -3.33 -0.80  0.441
H -2.37 -0.21 1.49  0.347
H -2.73 -1.53 0.18  0.386
H -3.02 0.29 -0.17  0.432
H 0.72 2.01 -1.79  0.338
H 2.32 2.20 -1.35  0.381
H 1.14 3.18 -0.59  0.523
H 0.34 -1.29 2.01  0.340
H -1.07 -2.25 1.46  0.457
H 0.36 -3.01 1.27  0.296
H -0.93 2.88 -0.43  0.460
H -2.10 2.24 0.77  0.333
H -0.54 3.12 1.10  0.417
H -0.17 0.63 1.41  0.496

Properties
**LUMO**: -0.1207 Eh
**HOMO-LUMO gap**: 8.94 eV
**Total charge**: +1

=====

Entry 8:
ORCA calculation (ωB97M-V/def2-TZVPD) on a 2-piece molecular cluster, C4H13N2OS overall.

Each line ends with the Mulliken charge.
Positions of all 21 atoms, in Å:
C -0.01 -1.21 -1.07  -1.112
C 0.00 0.33 -1.16  0.276
C 1.11 1.02 -0.33  -0.914
S 2.81 0.64 -0.73  -0.109
N -1.30 0.89 -0.73  -0.364
C -1.65 0.97 0.67  -0.852
N -1.95 -0.25 1.36  -0.435
H -0.03 -1.63 -2.07  0.256
H 0.81 -1.53 -0.43  0.357
H -0.95 -1.48 -0.59  0.383
H 0.04 0.74 -2.16  0.440
H 1.03 0.61 0.69  0.265
H 0.93 2.09 -0.24  0.389
H -1.54 1.72 -1.24  0.248
H -2.48 1.67 0.75  0.445
H -0.89 1.42 1.28  0.431
H -2.83 -0.68 1.16  0.208
H -1.19 -0.80 1.72  0.197
H 2.41 -1.40 1.75  0.338
H 2.86 -1.24 0.32  0.170
O 2.83 -1.90 1.05  -0.615

Properties
**Multiplicity**: 2
**LUMO (alpha / beta)**: 0.0257 / -0.0861 Eh
**HOMO-LUMO gap (alpha / beta)**: 9.67 / 6.61 eV

=====

Entry 9:
ORCA calculation (ωB97M-V/def2-TZVPD) on one molecule with the formula C10H16ClNO.

Each line ends with the Mulliken charge.
Positions of all 29 atoms, in Å:
C -1.11 0.22 1.63  -0.889
C -0.54 1.63 1.62  -0.629
C -1.31 0.99 -0.60  -0.790
C -1.22 -0.32 0.22  -0.211
C -0.41 1.96 0.12  0.642
C -0.04 -1.21 -0.33  1.189
C 1.27 -0.41 -0.14  0.055
C 0.32 2.84 -0.49  -1.301
C -0.16 -1.52 -1.83  -1.441
C 0.17 -2.53 0.40  -1.336
N 1.89 -0.02 -1.16  -0.065
O 3.06 0.59 -1.10  -0.402
Cl 2.12 -0.40 1.47  -0.208
H -0.72 -0.41 2.53  0.175
H -2.15 0.22 1.94  0.500
H -1.12 2.43 2.19  0.341
H 0.53 1.63 2.17  0.227
H -1.03 0.81 -1.76  0.206
H -2.26 1.44 -0.55  0.422
H -1.99 -1.09 0.18  0.548
H 0.45 2.79 -1.52  0.316
H 3.26 0.82 -0.15  0.352
H 0.95 3.51 -0.04  0.384
H 0.84 -1.79 -2.30  0.325
H -0.90 -0.78 -2.29  0.204
H -0.70 -2.48 -1.94  0.417
H 0.15 -2.42 1.53  0.329
H 1.16 -2.97 -0.08  0.335
H -0.52 -3.51 0.30  0.305

Properties
**LUMO**: 0.0225 Eh
**HOMO-LUMO gap**: 9.79 eV

=====

Entry 10:
ORCA calculation (ωB97M-V/def2-TZVPD) on C16H17Cl2MnN3O3S as an isolated structure.

Each line ends with the Mulliken charge.
Positions of all 43 atoms, in Å:
Mn 2.33 -1.06 -0.26  0.069
Cl 2.85 -0.32 2.30  -0.143
C 2.71 -1.86 3.10  0.941
C 2.66 -1.85 4.49  -0.827
C 2.59 -3.06 5.15  -0.349
C 2.57 -4.23 4.44  -0.689
C 2.61 -4.20 3.05  0.342
Cl 2.58 -5.69 2.17  -0.180
C 2.68 -3.01 2.36  -0.025
S 2.75 -3.06 0.58  0.113
H 2.69 -0.92 5.03  0.430
H 2.56 -3.07 6.23  0.395
H 2.52 -5.19 4.94  0.430
C -3.93 3.60 -2.53  -1.065
C -2.51 3.73 -2.01  -0.655
N -1.87 2.43 -1.78  0.212
C -1.20 1.82 -2.92  -0.756
C 0.16 2.43 -3.23  -0.958
C -2.17 1.81 -0.61  0.394
O -2.91 2.27 0.23  -0.603
C -1.54 0.47 -0.29  -0.215
C -2.34 -0.53 0.25  -0.315
C -1.78 -1.73 0.65  -1.000
C -0.41 -1.89 0.54  -0.094
N 0.38 -0.92 0.05  0.290
C -0.18 0.23 -0.37  0.526
H -4.36 4.59 -2.70  0.377
H -4.55 3.08 -1.81  0.300
H -3.95 3.06 -3.48  0.294
H -2.50 4.28 -1.06  0.409
H -1.88 4.28 -2.71  0.304
H -1.85 1.93 -3.79  0.322
H -1.11 0.74 -2.76  0.470
H 0.07 3.48 -3.50  0.381
H 0.62 1.90 -4.06  0.367
H 0.84 2.37 -2.37  0.168
H -3.40 -0.34 0.36  0.548
H -2.38 -2.53 1.06  0.449
H 0.08 -2.81 0.85  0.463
H 0.49 0.99 -0.77  0.180
O 2.42 -0.45 -2.11  -0.439
N 3.50 0.07 -1.66  0.433
O 4.15 -0.81 -1.05  -0.293

Properties
**Multiplicity**: 5
**LUMO (alpha / beta)**: -0.2219 / -0.1933 Eh
**HOMO-LUMO gap (alpha / beta)**: 6.08 / 6.98 eV
**Total charge**: +1

=====

Entry 11:
ORCA calculation (ωB97M-V/def2-TZVPD) on a 2-piece molecular cluster, C5H14NO3P overall.

Each line ends with the Mulliken charge.
Positions of all 24 atoms, in Å:
C 0.20 -2.53 -1.24  -0.860
C -1.23 -0.33 2.28  -0.702
C 1.95 1.96 0.23  -0.722
C -1.87 2.26 -1.32  -0.693
C 1.30 -2.41 -0.16  -0.174
N 1.16 -1.37 0.76  -0.389
O -1.32 0.42 1.06  -0.406
O 0.58 1.94 0.51  -0.335
O -0.99 1.13 -1.30  -0.311
P -0.13 0.62 -0.06  0.686
H 0.43 -3.36 -2.02  0.322
H -0.80 -3.02 -0.91  0.242
H -0.04 -1.49 -1.59  0.194
H -1.12 0.29 3.21  0.275
H -0.22 -0.74 2.39  0.302
H -2.00 -1.08 2.29  0.278
H 2.18 3.00 0.20  0.271
H 1.93 1.52 -0.85  0.316
H 2.57 1.32 0.80  0.278
H -1.48 3.16 -0.98  0.317
H -2.70 1.95 -0.77  0.293
H -2.15 2.40 -2.39  0.231
H 2.36 -2.29 -0.58  0.251
H 1.39 -3.34 0.45  0.335

Properties
**Multiplicity**: 3
**LUMO (alpha / beta)**: 0.0384 / 0.0079 Eh
**HOMO-LUMO gap (alpha / beta)**: 8.66 / 8.69 eV

=====

Entry 12:
ORCA calculation (ωB97M-V/def2-TZVPD) on C8H12O2 as an isolated structure.

Each line ends with the Mulliken charge.
Positions of all 22 atoms, in Å:
C -1.08 -1.27 1.74  -0.329
O -2.57 0.24 0.25  -0.703
C -1.34 -0.79 0.32  0.143
C -0.17 -0.20 -0.39  0.088
C 0.37 -0.52 -1.58  -0.574
C 1.57 0.42 -1.70  -0.349
C 2.16 0.29 -0.26  -0.591
C 0.77 0.90 0.12  -0.429
C 0.93 1.75 -1.18  -0.627
H -0.57 -1.66 2.78  0.210
H -0.06 -1.66 1.52  0.185
H -1.75 -1.61 -0.30  0.268
H 0.04 -1.26 -2.31  0.428
H 2.19 0.38 -2.60  0.452
H 2.38 -0.72 0.11  0.306
H 3.00 0.97 -0.07  0.299
H 0.58 1.35 1.09  0.467
H 1.66 2.57 -1.08  0.305
H 0.02 2.10 -1.68  0.314
H -2.62 0.74 1.08  0.333
O -2.32 -1.13 2.37  -0.615
H -3.19 -0.90 1.75  0.420

Properties
**LUMO (alpha / beta)**: 0.0088 / 0.0089 Eh
**HOMO-LUMO gap (alpha / beta)**: 7.80 / 7.80 eV

=====

The energy relative to the best compared isomer or geometry (same formula, charge and spin) results, record by record, are as follows: 78.26, 210.40, 153.50, 0.00, 451.96, 167.45, 209.35, 0.00, 67.27, 101.85, 0.00, 867.66 kJ/mol.
The electronic energy results, record by record, are as follows: -345.775149, -590.044517, -369.124621, -2210.296621, -4433.513614, -700.825427, -777.845772, -743.066369, -980.670070, -3479.158273, -820.588987, -462.175844 Eh.